(1)
Below is 2 unconnected molecules or ions with the total composition C26H50ClF2N3O10P3 at a distorted geometry, with properties calculated with ωB97M-V/def2-TZVPD.

Positions of all 95 atoms, in Å:
C1 -0.09366 1.20947 7.57048
C2 -0.27132 1.97939 6.16319
O1 0.98654 1.98003 5.42414
C3 0.70087 2.70935 4.18643
C4 0.87301 1.67675 2.91198
C5 -0.25675 2.05003 1.83433
O2 -1.46405 1.72612 2.51291
C6 -2.30724 0.68947 2.21668
C7 -2.29135 -0.44455 3.36303
Cl1 -4.09124 1.27384 2.48587
C8 -2.07432 0.18699 0.68699
P1 -1.62325 -1.66887 0.58492
C9 -0.08365 -2.06654 1.71508
C10 -0.90147 -2.28950 -1.06157
C11 -0.44546 -3.84193 -0.75143
N1 -1.46345 1.27548 -0.25134
C12 -2.40349 2.49953 -0.30940
P2 -2.45837 4.10565 0.53787
O3 -3.53396 4.96289 -0.21774
O4 -1.14739 5.17900 0.63758
O5 -3.08409 4.20824 2.15503
N2 -1.60808 0.68134 -1.47477
C13 -2.93608 0.27304 -1.99619
O6 -3.63708 0.97971 -2.78531
F1 -3.61984 -0.96545 -1.76373
C14 -1.03544 0.89082 -2.74952
O7 -0.62251 -0.11736 -3.41451
F2 -1.09337 2.00424 -3.67966
C15 -0.03872 1.65564 0.23888
N3 0.52900 2.90907 -0.27838
C16 1.80261 3.42261 0.25642
C17 0.44389 3.49325 -1.57359
C18 1.61188 3.56677 -2.73715
O8 -0.50030 4.24942 -2.03022
P3 1.30489 0.37835 -0.09954
C19 2.77272 -0.00807 0.87460
C20 2.97774 -0.62406 2.32401
C21 2.03596 0.32637 -1.83468
C22 3.63397 0.69217 -1.96062
H1 0.83755 0.52442 7.54370
H2 0.03545 2.02069 8.37598
H3 -1.04904 0.62846 7.80826
H4 -0.62500 3.05659 6.34574
H5 -1.04269 1.42006 5.51217
H6 1.51636 3.53743 4.13756
H7 -0.29940 3.25655 4.18795
H8 0.74053 0.65578 3.40194
H9 1.95227 1.91556 2.58594
H10 -0.23585 3.21835 1.96240
H11 -2.88364 -1.40155 3.08195
H12 -1.23522 -0.68857 3.77071
H13 -2.84913 -0.04702 4.30304
H14 -3.22373 0.05564 0.49467
H15 -0.34834 -2.82324 2.52615
H16 0.85307 -2.29607 1.11091
H17 0.09084 -1.00085 2.14470
H18 -1.63757 -2.39708 -1.92116
H19 0.03506 -1.77390 -1.43224
H20 -0.50146 -4.51117 -1.68258
H21 0.66154 -3.84351 -0.41436
H22 -1.03898 -4.25553 0.15298
H23 -3.49191 2.12057 -0.11193
H24 -2.45693 2.84581 -1.42350
H25 -1.20519 5.87868 -0.06697
H26 -2.30458 4.31539 2.75263
H27 1.97753 4.47108 -0.22629
H28 1.81566 3.72815 1.37579
H29 2.75565 2.84210 0.01989
H30 1.74245 4.65878 -3.10743
H31 2.63885 3.26066 -2.34135
H32 1.26266 2.97122 -3.65884
H33 3.51486 0.89296 0.81566
H34 3.36889 -0.82108 0.27400
H35 3.72815 -1.51163 2.39708
H36 2.09087 -0.94799 2.94514
H37 3.49867 0.18890 2.97851
H38 1.99842 -0.79521 -2.14562
H39 1.57001 0.90411 -2.67297
H40 4.27800 -0.24370 -1.72286
H41 3.89994 0.96127 -3.05188
H42 3.95853 1.54875 -1.28218
O9 -1.53035 -6.51949 -3.02821
C23 -0.95239 -6.17707 -4.03745
O10 -0.52630 -7.09972 -4.91712
C24 0.00237 -6.79674 -6.21768
C25 1.47980 -6.46839 -6.14048
C26 -0.62873 -4.72941 -4.27837
H43 -0.58076 -6.01070 -6.70401
H44 -0.13311 -7.69819 -6.82011
H45 1.66338 -5.57988 -5.53217
H46 1.88751 -6.29347 -7.13859
H47 2.02843 -7.28966 -5.67284
H48 0.27791 -4.46807 -3.72879
H49 -1.46092 -4.12500 -3.91030
H50 -0.50714 -4.47274 -5.32824

Atomic forces in eV per Å
0.1 0.9 -0.4
-0.5 -1.1 0.9
-2.1 1.3 -0.9
1.6 0.3 -0.4
0.4 1.2 1.1
1.4 1.1 1.8
-0.5 0.2 -0.3
-0.1 -1.6 0.7
-0.1 -0.4 1.3
1.0 0.0 -1.0
-2.2 -1.1 2.0
1.3 -1.9 0.0
-0.1 2.1 -0.1
0.7 -1.6 -0.8
0.7 0.4 0.9
-1.1 2.1 1.9
-2.1 0.3 -1.5
-4.4 8.8 0.6
3.1 -4.0 1.3
-0.7 -2.1 0.0
3.2 -1.2 -2.4
-1.3 -2.2 -3.9
-7.0 1.3 -3.4
4.6 -2.7 4.1
3.2 2.4 0.8
3.5 -3.6 -7.8
-1.9 4.4 4.2
-0.4 -1.3 4.0
2.6 1.4 2.1
-0.4 1.8 -1.9
1.6 2.0 0.9
-2.3 4.3 -5.1
0.7 0.1 0.8
2.4 -3.9 3.2
-1.6 -3.4 -1.0
4.2 0.0 0.8
0.9 0.5 2.3
2.2 -0.3 -1.2
0.2 -0.5 -0.3
-1.7 1.1 0.0
0.0 -1.5 -1.1
1.5 0.7 -0.3
0.5 -1.5 -0.3
0.9 0.9 1.0
-1.3 -1.4 -0.2
1.1 -1.0 0.1
0.3 1.3 -1.1
-1.8 -1.0 0.1
-0.1 -2.0 -1.3
1.2 1.7 0.2
-1.6 0.3 -1.1
1.0 -0.3 -1.8
2.1 0.7 -0.9
0.4 1.1 -1.2
-1.4 0.1 0.9
0.0 -2.1 -0.2
0.7 0.6 1.3
-1.3 -0.3 0.5
-0.4 1.1 1.7
-1.8 0.0 -0.5
0.8 0.3 -1.8
2.0 0.5 -0.1
0.4 -0.4 2.0
-0.4 -1.2 0.6
-0.9 -0.1 -0.2
-0.5 -1.9 0.7
-0.4 -0.9 -1.8
-1.4 0.3 0.3
-0.6 -1.8 0.9
-1.4 0.0 -0.8
0.6 0.7 1.7
-1.2 -1.5 0.2
-1.7 1.6 0.2
-1.4 1.5 -0.8
0.8 0.4 -1.1
-1.0 -1.4 -1.1
-0.4 1.9 0.6
-0.1 -0.5 1.2
-1.1 1.7 -0.2
-0.6 -0.3 1.7
-0.4 -1.1 -1.0
0.5 0.1 -0.8
-0.2 -0.2 0.7
-0.4 -0.3 0.1
0.3 0.1 -0.1
0.1 0.1 0.1
-0.4 0.5 -0.4
0.0 0.0 0.1
-0.1 0.0 0.3
0.0 0.0 -0.1
0.0 0.0 0.1
-0.1 0.0 -0.1
0.0 0.0 -0.1
0.2 -0.1 0.2
0.2 0.0 0.0

Its highest occupied orbital energy is -11.0 eV. Its HOMO-LUMO gap is 0.22216 hartree. Its total charge is +1. The calculation puts the LUMO energy at -4.925 eV.



(2)
Below is a single C5H11N3 molecule at a distorted geometry, with properties calculated with ωB97M-V/def2-TZVPD.

Positions of all 19 atoms, in Å:
C1 0.77993 -0.47506 -0.52401
C2 0.53966 0.66686 -1.10975
C3 -0.23776 0.88041 1.05630
C4 -0.69090 -0.44486 0.50858
C5 -0.05288 -1.68874 0.07646
H1 2.12497 0.42753 0.74454
H2 2.24673 -1.44763 0.56118
H3 -0.38010 0.34923 -1.71717
H4 1.29425 1.05455 -1.66200
H5 -0.41252 2.33834 -0.33254
H6 -1.00235 1.45067 1.45303
H7 0.55111 0.71074 1.86169
H8 -2.67189 -0.56120 0.30501
H9 -2.08509 0.51354 -1.03544
H10 -0.94161 -2.19752 -0.45784
H11 0.50817 -2.32541 0.62160
N1 2.09174 -0.48662 0.07736
N2 0.17190 1.68719 -0.01511
N3 -1.83340 -0.45203 -0.41190

Atomic forces in eV per Å
2.1 -9.3 4.9
-6.2 5.2 -3.6
0.6 -1.6 2.1
0.6 1.0 -0.7
-2.4 1.2 -3.2
0.6 -3.2 -1.6
0.0 2.9 -0.6
1.2 1.6 -0.1
2.2 1.0 -2.0
-3.0 3.1 -1.2
-1.9 0.6 1.8
-0.9 0.3 -0.9
1.7 0.4 -2.2
1.0 -3.0 2.8
2.4 0.3 0.4
1.9 -1.7 1.9
-0.5 0.4 3.0
4.7 -3.1 -1.1
-4.2 3.7 0.3

The calculation puts the energy relative to the best compared isomer or geometry (same formula, charge and spin) at 165.0 kcal per mole. Its highest occupied orbital energy is -7.2 eV. Its HOMO-LUMO gap is 0.29652 hartree. Its SMILES is N[C@]12CNC[C@]1(N)C2. The calculation puts the LUMO energy at 0.883 eV.